Formula: C114H95N19O38
Source: the Open Molecules 2025 dataset
Level of theory: the ωB97M-V functional and the def2-TZVPD basis

Geometry as XYZ:
```
266
Properties=species:S:1:pos:R:3
C 1.031 4.781 -5.360
C 1.904 4.628 -4.309
C 2.695 5.677 -3.960
C 2.763 6.815 -4.768
C 1.965 6.916 -5.941
C 1.089 5.857 -6.209
N 3.761 7.748 -4.579
O 4.293 7.756 -3.464
O 3.991 8.551 -5.487
H 0.256 3.999 -5.622
H 2.011 3.715 -3.703
H 3.303 5.582 -3.069
H 2.089 7.736 -6.678
H 0.365 6.044 -7.023
C 3.884 -0.275 -7.895
C 4.859 0.411 -7.193
C 4.543 1.006 -5.975
C 3.283 0.788 -5.487
C 2.327 -0.025 -6.087
C 2.586 -0.575 -7.361
N 2.948 1.298 -4.201
O 3.891 1.505 -3.437
O 1.773 1.489 -3.902
H 4.081 -0.616 -8.917
H 5.831 0.571 -7.631
H 5.237 1.636 -5.423
H 1.388 -0.267 -5.635
H 1.835 -1.193 -7.902
C -7.488 -8.320 3.014
C -8.509 -7.990 2.152
C -8.135 -7.573 0.833
C -6.750 -7.530 0.538
C -5.754 -7.853 1.435
C -6.116 -8.163 2.714
N -6.459 -7.101 -0.812
O -5.368 -7.332 -1.305
O -7.197 -6.349 -1.420
H -7.728 -8.475 4.063
H -9.542 -8.050 2.392
H -8.734 -7.054 0.157
H -4.759 -7.660 1.087
H -5.413 -8.497 3.452
C -1.280 2.552 -3.483
C -1.942 3.227 -4.454
C -2.396 4.516 -4.283
C -2.250 5.037 -3.059
C -1.584 4.477 -1.971
C -1.085 3.212 -2.238
N -2.918 6.393 -2.894
O -3.817 6.734 -3.624
O -2.566 7.081 -1.933
H -0.925 1.552 -3.563
H -2.284 2.810 -5.423
H -2.894 4.993 -5.125
H -1.657 5.016 -1.035
H -0.586 2.621 -1.478
C -2.358 -6.523 -2.890
C -1.093 -6.376 -3.384
C -0.643 -5.081 -3.677
C -1.459 -3.977 -3.420
C -2.771 -4.125 -2.975
C -3.239 -5.428 -2.723
N -0.952 -2.705 -3.832
O -1.730 -1.754 -3.918
O 0.218 -2.644 -4.113
H -2.771 -7.430 -2.565
H -0.539 -7.288 -3.700
H 0.310 -4.790 -4.111
H -3.405 -3.231 -2.880
H -4.189 -5.490 -2.160
C 6.332 -6.369 4.733
C 5.079 -5.947 4.345
C 4.401 -5.068 5.219
C 4.944 -4.805 6.426
C 6.188 -5.245 6.916
C 6.832 -6.100 5.998
N 4.166 -3.880 7.319
O 3.382 -3.098 6.797
O 4.414 -3.919 8.482
H 6.962 -6.965 4.060
H 4.631 -6.107 3.382
H 3.448 -4.552 4.912
H 6.600 -5.194 7.924
H 7.791 -6.602 6.328
C -6.681 -4.350 6.298
C -6.751 -2.995 5.969
C -6.945 -2.579 4.634
C -7.111 -3.574 3.692
C -7.012 -4.934 3.998
C -6.779 -5.334 5.320
N -7.096 -3.173 2.306
O -7.379 -3.987 1.475
O -6.784 -2.047 1.995
H -6.328 -4.628 7.301
H -6.610 -2.303 6.742
H -6.847 -1.587 4.303
H -6.997 -5.697 3.260
H -6.771 -6.356 5.640
C -6.190 -3.006 -2.662
C -5.710 -2.080 -3.592
C -5.209 -0.898 -3.085
C -5.152 -0.765 -1.689
C -5.661 -1.669 -0.817
C -6.246 -2.826 -1.295
N -4.624 0.438 -1.072
O -4.031 1.231 -1.862
O -4.728 0.634 0.141
H -6.550 -3.935 -3.014
H -5.782 -2.211 -4.689
H -4.896 -0.042 -3.706
H -5.488 -1.433 0.222
H -6.680 -3.554 -0.674
C 4.404 3.088 1.944
C 4.314 4.412 2.410
C 5.468 5.079 2.827
C 6.627 4.406 2.832
C 6.760 3.060 2.537
C 5.570 2.409 2.134
N 7.851 5.016 3.333
O 7.766 6.034 4.096
O 8.930 4.595 3.006
H 3.490 2.562 1.660
H 3.358 4.987 2.264
H 5.309 6.119 3.090
H 7.692 2.458 2.583
H 5.669 1.379 1.828
C -0.664 -2.759 4.596
C -1.110 -2.504 3.310
C -2.139 -1.620 3.142
C -2.643 -1.031 4.254
C -2.213 -1.254 5.605
C -1.210 -2.171 5.743
N -3.594 0.085 4.031
O -3.828 0.443 2.912
O -4.074 0.614 4.995
H 0.189 -3.418 4.664
H -0.619 -2.964 2.465
H -2.521 -1.449 2.162
H -2.518 -0.590 6.487
H -0.918 -2.528 6.749
C -2.508 6.209 1.870
C -1.660 7.071 1.189
C -0.363 7.208 1.614
C 0.107 6.520 2.706
C -0.763 5.687 3.414
C -2.044 5.459 2.961
N 1.465 6.789 3.214
O 1.751 6.326 4.263
O 2.218 7.305 2.401
H -3.489 6.077 1.454
H -1.936 7.677 0.349
H 0.180 7.991 1.123
H -0.309 5.197 4.264
H -2.626 4.676 3.492
C 1.377 -0.241 5.029
C 1.097 -0.199 3.700
C 1.912 -0.845 2.782
C 3.077 -1.404 3.314
C 3.379 -1.385 4.692
C 2.485 -0.806 5.568
N 4.090 -2.091 2.465
O 5.164 -2.369 3.021
O 3.806 -2.253 1.280
H 0.652 0.241 5.680
H 0.160 0.271 3.427
H 1.732 -0.912 1.718
H 4.318 -1.847 4.970
H 2.715 -0.942 6.596
C 0.846 8.734 -2.123
C 1.814 9.736 -1.917
C 2.859 9.502 -1.109
C 3.063 8.198 -0.648
C 2.171 7.200 -0.873
C 1.069 7.442 -1.661
N 4.319 7.837 0.089
O 4.991 8.750 0.500
O 4.510 6.658 0.235
H -0.127 8.915 -2.590
H 1.531 10.734 -2.227
H 3.561 10.324 -0.895
H 2.259 6.203 -0.415
H 0.373 6.678 -1.861
C 8.595 5.268 -2.378
C 7.355 5.865 -2.578
C 6.188 5.172 -2.248
C 6.361 3.885 -1.714
C 7.597 3.346 -1.352
C 8.727 4.058 -1.733
N 5.078 3.171 -1.421
O 5.193 2.035 -1.038
O 4.036 3.759 -1.651
H 9.447 5.859 -2.689
H 7.222 6.890 -2.985
H 5.197 5.455 -2.437
H 7.593 2.413 -0.848
H 9.666 3.659 -1.499
C -2.557 -4.425 0.412
C -1.674 -5.467 0.541
C -1.754 -6.230 1.662
C -2.576 -5.847 2.704
C -3.548 -4.877 2.571
C -3.500 -4.174 1.401
N -2.523 -6.706 3.951
O -1.871 -7.714 3.833
O -3.078 -6.208 4.877
H -2.546 -3.844 -0.487
H -1.055 -5.785 -0.303
H -1.113 -7.062 1.817
H -4.288 -4.763 3.293
H -4.207 -3.332 1.315
C 4.862 -4.132 -5.439
C 6.013 -3.658 -4.767
C 5.923 -2.795 -3.666
C 4.643 -2.349 -3.299
C 3.501 -2.810 -3.970
C 3.633 -3.714 -5.044
N 4.414 -1.485 -2.146
O 3.241 -1.139 -1.874
O 5.405 -1.085 -1.551
H 4.907 -4.733 -6.368
H 7.055 -3.927 -4.909
H 6.800 -2.483 -3.069
H 2.514 -2.538 -3.626
H 2.738 -4.110 -5.508
C 2.091 -5.619 -1.522
C 1.957 -6.770 -0.759
C 1.736 -6.670 0.600
C 1.791 -5.398 1.157
C 1.859 -4.241 0.400
C 2.039 -4.375 -0.945
N 1.637 -5.334 2.573
O 1.191 -6.318 3.167
O 1.901 -4.261 3.172
H 2.487 -5.750 -2.599
H 1.892 -7.756 -1.206
H 1.690 -7.645 1.129
H 1.825 -3.305 0.931
H 2.241 -3.493 -1.520
C -5.435 3.869 -0.670
C -5.609 4.741 -1.732
C -6.800 5.427 -1.797
C -7.829 5.140 -0.931
C -7.706 4.188 0.094
C -6.465 3.572 0.261
N -9.038 5.925 -1.071
O -8.980 7.021 -1.611
O -10.008 5.392 -0.607
H -4.506 3.304 -0.582
H -4.902 4.800 -2.532
H -7.045 6.212 -2.491
H -8.534 4.097 0.808
H -6.339 2.861 1.096
C 0.782 2.357 0.685
C -0.480 2.079 1.138
C -1.104 0.893 0.788
C -0.380 0.044 -0.012
C 0.893 0.319 -0.499
C 1.451 1.467 -0.117
N -1.061 -1.267 -0.329
O -0.361 -2.198 -0.693
O -2.293 -1.274 -0.370
H 1.189 3.346 0.764
H -1.047 2.816 1.739
H -2.148 0.775 1.050
H 1.438 -0.338 -1.163
H 2.437 1.664 -0.447
```

gap between HOMO and LUMO = 8.2 eV
relative energy (zero: lowest compared OMol25 entry of this formula, charge and spin) = 257.40 kJ/mol
E_HOMO = -9.294 eV
molecular weight = 2339.1 g/mol

Mulliken atomic charge list, values in e, 5 entries:
1. C -0.50
2. C 0.50
3. C 0.63
4. C 0.01
5. C -0.74

Formula: C11H10BaClN
Source: the Open Molecules 2025 dataset
Level of theory: the ωB97M-V functional and the def2-TZVPD basis

Geometry as XYZ:
```
24
Properties=species:S:1:pos:R:3
C 0.832 -2.057 2.504
C 0.908 -2.259 1.087
C -0.416 -2.320 0.559
H 1.837 -2.148 0.449
C -1.285 -1.981 1.645
C -0.536 -1.992 2.839
H -0.975 -1.875 3.831
H 1.710 -1.892 3.140
H -0.692 -2.440 -0.540
H -2.383 -2.137 1.546
Ba 0.007 0.662 -0.149
Cl 1.038 1.890 3.376
C 0.102 2.721 -2.334
C -1.116 2.107 -2.718
C -0.807 0.928 -3.435
H -2.098 2.562 -2.638
C 0.599 0.812 -3.503
C 1.162 1.922 -2.831
H 2.210 2.202 -2.834
H 0.203 3.732 -1.954
H -1.522 0.281 -3.934
H 1.150 0.057 -4.056
N -0.342 0.344 5.343
C 0.415 0.884 4.608
```

gap between HOMO and LUMO = 2.5 eV
E_HOMO = 2.181 eV
net charge = -2
molecular weight = 329.0 g/mol

Mulliken atomic charge list, values in e, 5 entries:
1. C -0.34
2. C -0.27
3. C -1.30
4. H 0.45
5. C -0.12

Formula: C11H10Br27NO4
Source: the Open Molecules 2025 dataset
Level of theory: the ωB97M-V functional and the def2-TZVPD basis

Geometry as XYZ:
```
53
Properties=species:S:1:pos:R:3
O -1.178 2.658 -4.443
C -1.433 1.674 -3.879
N -1.540 0.458 -3.637
O -0.757 0.142 -2.471
C 0.465 -0.369 -2.822
O 1.282 -0.525 -1.975
O 0.644 -0.712 -4.113
H 1.515 -0.356 -4.343
C 1.058 -3.056 0.787
Br 0.267 -2.331 2.390
Br 2.813 -3.786 1.121
Br -0.113 -4.345 -0.041
H 1.183 -2.237 0.090
C 0.935 3.180 -0.232
Br 0.421 1.593 0.726
Br -0.251 3.530 -1.715
Br 1.095 4.708 0.931
H 1.917 2.994 -0.651
C -0.958 -5.479 5.203
Br 0.236 -6.442 4.032
Br -2.536 -4.884 4.268
Br -1.402 -6.503 6.778
H -0.431 -4.595 5.536
C 1.716 4.876 5.397
Br 0.075 3.891 5.634
Br 2.985 3.898 4.326
Br 1.395 6.640 4.684
H 2.156 5.003 6.377
C -6.574 -5.556 2.672
Br -5.553 -7.167 2.384
Br -5.492 -3.977 2.437
Br -8.158 -5.505 1.572
H -6.902 -5.567 3.703
C -1.003 -8.224 -0.805
Br -1.751 -6.694 -1.716
Br 0.910 -8.076 -0.611
Br -1.871 -8.534 0.890
H -1.194 -9.088 -1.426
C -3.844 3.674 -0.117
Br -4.344 2.085 0.853
Br -5.042 4.022 -1.589
Br -3.678 5.202 1.048
H -2.867 3.493 -0.541
C 2.737 4.364 -4.404
Br 1.094 3.361 -4.186
Br 4.028 3.416 -5.487
Br 2.399 6.137 -5.075
H 3.180 4.477 -3.419
C 6.515 5.590 -2.828
Br 4.780 5.606 -1.975
Br 6.410 6.119 -4.679
Br 7.794 6.649 -1.850
H 6.868 4.568 -2.809
```

gap between HOMO and LUMO = 8.9 eV
E_HOMO = -9.568 eV
molecular weight = 2377.6 g/mol

Mulliken atomic charge list, values in e, 5 entries:
1. O -0.48
2. C 0.84
3. N -0.47
4. O 0.01
5. C 0.60

Formula: C11H10BrCdNS
Source: the Open Molecules 2025 dataset
Level of theory: the ωB97M-V functional and the def2-TZVPD basis

Geometry as XYZ:
```
25
Properties=species:S:1:pos:R:3
C 2.349 0.569 -0.002
C 2.139 -0.510 0.921
C 1.526 -1.573 0.224
H 2.466 -0.521 1.960
C 1.326 -1.193 -1.122
C 1.753 0.170 -1.269
H 1.900 0.742 -2.194
H 3.040 1.415 0.098
H 1.319 -2.567 0.618
H 0.994 -1.852 -1.925
Cd 0.219 1.492 0.056
Br -1.862 2.612 0.834
C -1.346 4.443 -1.607
C -0.483 4.283 -2.719
C 0.829 4.685 -2.316
H -0.769 3.926 -3.701
C 0.765 5.096 -0.955
C -0.577 4.968 -0.523
H -0.946 5.211 0.466
H -2.395 4.182 -1.565
H 1.714 4.685 -2.945
H 1.589 5.458 -0.347
S -1.913 -1.025 0.696
C -1.387 -2.521 1.059
N -0.978 -3.619 1.299
```

gap between HOMO and LUMO = 5.9 eV
E_HOMO = -0.420 eV
net charge = -2
molecular weight = 380.6 g/mol

Mulliken atomic charge list, values in e, 5 entries:
1. C -0.90
2. C -0.43
3. C -0.65
4. H 0.35
5. C -0.39

Formula: C11H10BrF3O3STb
Source: the Open Molecules 2025 dataset
Level of theory: the ωB97M-V functional and the def2-TZVPD basis

Geometry as XYZ:
```
30
Properties=species:S:1:pos:R:3
C -1.275 0.322 -1.742
C -1.959 1.541 -1.443
C -1.055 2.630 -1.682
H -2.983 1.602 -1.101
C 0.214 2.050 -2.042
C 0.051 0.638 -2.116
H 0.770 -0.074 -2.498
H -1.701 -0.673 -1.767
H -1.253 3.680 -1.503
H 1.110 2.588 -2.326
Tb -0.280 2.059 0.586
Br -2.179 1.288 2.303
C 1.084 -2.284 1.566
C 1.532 -2.529 0.233
C 0.392 -2.760 -0.566
H 2.553 -2.386 -0.121
C -0.763 -2.702 0.269
C -0.328 -2.390 1.584
H -0.974 -2.153 2.425
H 1.708 -1.952 2.401
H 0.376 -2.853 -1.653
H -1.801 -2.729 -0.065
F 2.488 4.671 2.734
C 2.206 3.364 2.908
F 2.872 2.895 3.978
F 0.848 3.272 3.204
S 2.492 2.498 1.294
O 1.537 3.361 0.469
O 3.864 2.436 0.965
O 1.708 1.210 1.405
```

gap between HOMO and LUMO (spin up / spin down) = 3.6 / 4.5 eV
relative energy (zero: lowest compared OMol25 entry of this formula, charge and spin) = 0.00 kJ/mol
⟨S²⟩ = 12.62
E_HOMO (spin up / spin down) = -2.579 / -2.583 eV
net charge = -1
multiplicity = 7
molecular weight = 518.1 g/mol

Mulliken atomic charge list, values in e, 5 entries:
1. C -0.14
2. C -0.91
3. C -0.62
4. H 0.44
5. C -0.61

Formula: C11H10BrN3
Source: the Open Molecules 2025 dataset
Level of theory: the ωB97M-V functional and the def2-TZVPD basis

Geometry as XYZ:
```
25
Properties=species:S:1:pos:R:3
C 1.836 1.867 1.800
C 2.906 -1.430 -1.568
C 2.162 -0.266 -1.506
C 1.938 -1.393 0.360
C -1.847 1.490 1.609
C -1.941 0.575 0.510
C -0.657 1.756 2.155
C -0.935 0.191 -0.268
C 0.621 1.010 1.575
C 0.467 0.640 0.112
C -1.090 -0.698 -1.485
N 2.790 2.525 1.774
N 2.723 -2.132 -0.399
N 1.554 -0.236 -0.279
Br 0.678 2.330 -1.066
H 3.648 -1.652 -2.204
H 2.023 0.441 -2.200
H 1.574 -1.630 1.346
H -2.791 1.820 1.992
H -2.917 0.364 0.176
H -0.594 2.511 2.842
H 0.903 0.070 2.085
H -0.731 -0.414 -2.446
H -2.171 -1.010 -1.395
H -0.539 -1.570 -1.327
```

gap between HOMO and LUMO = 8.7 eV
relative energy (zero: lowest compared OMol25 entry of this formula, charge and spin) = 0.00 kJ/mol
SMILES string = CC1=CC=C[C@H](C#N)[C@@]1(Br)n1ccnc1
E_HOMO = -9.156 eV
molecular weight = 264.1 g/mol

Mulliken atomic charge list, values in e, 5 entries:
1. C 0.06
2. C -0.66
3. C -0.37
4. C 0.01
5. C -0.42

Formula: C11H10BrN3O2Pd
Source: the Open Molecules 2025 dataset
Level of theory: the ωB97M-V functional and the def2-TZVPD basis

Geometry as XYZ:
```
28
Properties=species:S:1:pos:R:3
Pd 0.000 0.000 0.000
O 0.000 0.000 4.426
C 0.000 0.000 3.250
N 0.000 0.000 1.997
O 0.000 1.937 0.000
N 0.001 3.321 0.008
C 0.116 3.995 1.201
C 0.115 5.445 1.190
C 0.002 6.105 0.021
C -0.118 5.361 -1.227
C -0.114 4.016 -1.182
H 0.203 3.405 2.102
H 0.206 5.959 2.136
H -0.002 7.186 -0.021
H -0.209 5.894 -2.162
H -0.199 3.396 -2.067
Br 1.805 0.795 -2.670
C 2.733 0.323 -1.085
C 4.121 0.326 -1.095
C 4.791 -0.022 0.075
C 4.055 -0.359 1.205
C 2.672 -0.333 1.119
N 1.995 0.000 0.000
H 4.676 0.592 -1.988
H 5.877 -0.031 0.103
H 4.546 -0.635 2.132
H 2.053 -0.588 1.975
H -1.692 0.000 0.000
```

gap between HOMO and LUMO (spin up / spin down) = 7.1 / 6.5 eV
⟨S²⟩ = 0.78
E_HOMO (spin up / spin down) = -12.529 / -12.419 eV
net charge = +1
multiplicity = 2
molecular weight = 402.5 g/mol

Mulliken atomic charge list, values in e, 5 entries:
1. Pd 0.59
2. O -0.48
3. C 0.74
4. N -0.67
5. O -0.45

Formula: C11H10Cl5OSTc
Source: the Open Molecules 2025 dataset
Level of theory: the ωB97M-V functional and the def2-TZVPD basis

Geometry as XYZ:
```
29
Properties=species:S:1:pos:R:3
Tc 1.665 -0.255 -0.443
Cl 0.209 1.353 2.511
C 1.170 2.268 1.395
C 1.779 1.612 0.340
C 2.515 2.357 -0.537
Cl 3.196 1.331 -1.833
C 2.710 3.721 -0.455
Cl 3.660 4.539 -1.616
C 2.101 4.368 0.620
Cl 2.300 6.056 0.807
C 1.332 3.643 1.549
Cl 0.592 4.452 2.861
C 2.367 -1.224 0.917
H 3.178 -1.928 0.718
H 2.046 -1.123 1.955
O 0.234 -1.263 -1.495
S -0.730 -2.471 -1.297
C -2.316 -1.906 -1.963
C -3.378 -2.062 -0.856
C -2.760 -2.887 0.282
C -1.311 -2.433 0.398
H -2.521 -2.491 -2.856
H -2.128 -0.874 -2.259
H -4.268 -2.545 -1.249
H -3.671 -1.078 -0.493
H -2.798 -3.953 0.045
H -3.280 -2.751 1.228
H -0.673 -3.069 1.009
H -1.221 -1.390 0.717
```

gap between HOMO and LUMO (spin up / spin down) = 7.3 / 7.6 eV
⟨S²⟩ = 0.86
E_HOMO (spin up / spin down) = -11.735 / -11.779 eV
net charge = +1
multiplicity = 2
molecular weight = 465.5 g/mol

Mulliken atomic charge list, values in e, 5 entries:
1. Tc 0.52
2. Cl -0.18
3. C 0.89
4. C -0.76
5. C 1.34